Model P:
Molecular formula: C4H4N2
Method: DFT, wB97M-V/def2-TZVPD

Properties
- Kohn-Sham gap: 11.3088 eV
- Charge: 0

Atoms and positions in Å:
C  -1.443  1.067  -1.119
C  -0.193  0.727  1.107
C  -0.079  -0.865  -0.107
C  -0.207  0.603  -0.487
N  -2.479  1.425  -1.475
N  0.029  -0.495  1.364
H  -0.136  1.473  1.930
H  -0.751  -1.687  -0.419
H  0.970  -1.123  -0.468
H  0.730  0.782  -1.041

Charges per atom according to natural (NBO) partitioning, unit e: 0.272 0.103 -0.233 -0.395 -0.302 -0.343 0.210 0.230 0.193 0.265

=====

Model Q:
Molecular formula: C4H4N2
Method: DFT, wB97M-V/def2-TZVPD

Properties
- Kohn-Sham gap (spin up / spin down): 8.1081 / 6.2004 eV
- Charge: 0

Atoms and positions in Å:
C  -0.099  -0.795  2.181
C  0.945  -0.620  1.408
C  -1.396  -0.888  1.666
C  0.875  1.400  -1.952
N  -0.978  -1.025  0.395
N  0.422  -0.859  0.266
H  -2.344  -1.049  1.918
H  -0.167  1.516  -1.646
H  0.985  0.967  -2.934
H  1.757  1.353  -1.302

Charges per atom according to natural (NBO) partitioning, unit e: 0.186 0.145 -0.148 -0.494 -0.190 -0.235 0.233 0.172 0.158 0.173

=====

Stability ranking, top entry: model P; the second entry is 0.3045 hartree less favorable.